Entry 1:
Computed, not measured: 3 unconnected molecules or ions with the total composition C26H59ClN3O6, with ωB97M-V/def2-TZVPD.

Structure (XYZ):
```
95
Properties=species:S:1:pos:R:3:forces:R:3
Cl 1.4996 -1.6328 -3.8344 1.2 1.2 0.6
O 2.4743 3.0724 -1.3662 -1.2 -2.0 -1.0
O 1.1130 3.3696 5.7710 -0.5 0.3 0.1
O -0.7385 -2.5815 1.7547 -0.4 -0.2 -0.5
O 2.7443 -5.3400 2.4980 -0.3 0.2 0.3
O -0.1913 3.5547 -3.6502 1.0 -2.8 0.2
O 0.3668 1.3931 1.7926 0.1 -0.2 0.1
N -0.4240 -5.5418 2.2480 0.1 0.0 0.3
N -1.3249 2.3473 4.3162 0.0 -0.3 -0.2
N 1.5196 1.7118 -3.5027 -0.1 -1.4 -0.4
C -0.9341 -4.5529 3.1990 -0.2 0.2 -0.7
C 2.8393 -0.5551 -3.0490 0.8 0.8 0.4
C 1.3456 2.0949 2.5456 0.0 0.1 -0.3
C -0.8155 -2.7440 0.3445 0.2 0.1 0.3
C 4.0395 -0.2074 -4.1097 0.0 -1.1 0.0
C -2.2030 2.1492 -4.5889 0.0 -0.7 -0.5
C -0.0276 2.7608 6.3910 0.2 -0.7 -0.1
C 0.3887 2.4704 -2.8429 -1.4 2.1 1.9
C 0.5499 -6.4883 2.8202 0.0 0.3 -0.3
C -1.6628 -3.4039 2.4795 0.3 -0.2 0.7
C 0.8908 4.7132 5.3633 0.3 -0.2 0.0
C -0.6693 1.7149 5.4619 0.1 0.7 0.1
C 2.0568 0.7443 -2.4290 0.2 -1.2 1.7
C -5.0624 0.7939 -3.9174 -0.2 1.1 0.7
C -3.3898 0.1384 -1.8120 0.2 0.2 -0.5
C -4.0804 1.3632 -2.7126 -0.7 -0.2 1.0
C -0.5382 0.6126 2.5748 -0.6 -0.1 -0.3
C 2.4062 -4.0289 2.0686 0.3 -0.3 -0.1
C 2.9251 1.6420 -1.3677 -0.3 -0.2 1.0
C 1.8349 -5.9099 3.4406 0.1 -0.5 -0.1
C -3.0050 2.4994 -3.2038 -0.9 0.6 -0.1
C -1.7670 0.5790 -4.7665 0.6 -0.1 -0.9
C 1.0020 3.1404 -1.4443 -0.9 -0.3 0.5
C -0.8600 3.0564 -4.8620 -0.9 0.6 -1.3
C -1.6766 1.4172 3.2284 0.4 0.5 0.2
C 4.4728 -1.6661 -4.8040 0.2 0.8 0.0
H 5.0111 0.2270 -3.5738 -2.4 -0.8 -0.9
H 3.3204 -3.5280 1.7405 0.0 -0.1 0.1
H 4.0774 1.6107 -1.5707 -2.3 0.3 0.2
H -4.7448 -0.2490 -4.3427 -0.6 2.2 0.7
H -2.4433 0.7273 3.5970 0.1 -0.1 0.0
H 0.2872 4.7498 4.4537 -0.2 0.2 0.0
H 0.9569 3.0718 2.8354 0.2 0.0 0.2
H 2.2994 2.3039 -3.8661 -0.8 -0.1 0.5
H 1.1283 0.3105 -1.8167 1.9 1.1 -1.7
H 5.6479 -1.6754 -4.8654 -2.5 -0.1 -0.3
H -2.1495 2.0272 2.4507 0.0 -0.1 0.0
H -1.0956 0.1648 -3.8990 -1.4 0.8 -1.5
H 1.8616 5.1630 5.1369 -0.1 -0.1 0.1
H -0.2679 -1.9200 -0.1214 0.0 0.0 0.1
H 0.1253 1.0374 5.1413 0.1 -0.2 0.2
H 1.7454 -4.0837 1.2027 -0.2 0.2 0.0
H 1.1487 1.1510 -4.3176 0.3 0.5 0.9
H 1.6803 1.5329 3.4222 -0.1 0.1 0.0
H 2.3743 -6.7503 3.8934 0.0 0.1 -0.1
H -0.7204 3.0654 3.9345 -0.1 -0.1 0.1
H 0.4121 5.2995 6.1527 0.0 0.0 -0.1
H 0.0059 -0.0146 3.2890 0.1 0.2 0.0
H -0.7575 3.5018 6.7364 0.1 0.0 -0.2
H -3.8581 -0.8989 -2.1601 1.3 2.2 0.8
H -5.0840 1.6564 -4.7385 -0.1 -2.2 1.5
H -2.4774 -3.7716 1.8451 0.2 0.0 -0.1
H -0.3403 -3.6770 0.0332 -0.1 -0.1 -0.2
H 0.6104 4.2477 -1.3541 1.2 -2.2 -0.4
H 4.1576 -2.5862 -4.1323 0.5 2.0 -1.5
H 0.0356 -7.1077 3.5628 0.1 0.1 0.0
H 3.6754 0.5567 -4.9361 0.8 -1.6 1.7
H 0.0177 -5.0662 1.4698 -0.1 0.0 0.2
H 3.2967 -1.2195 -2.1886 -1.1 1.5 -1.6
H -2.1105 -2.7575 3.2430 0.0 -0.1 -0.1
H -3.5641 0.2677 -0.6577 0.2 -0.2 -2.3
H -1.1954 4.0133 -5.4841 0.9 -1.9 1.6
H 2.7037 1.1837 -0.2880 0.5 0.9 -2.3
H 0.5424 2.5478 -0.5394 0.9 1.0 -1.6
H 1.9549 -3.4316 2.8661 -0.1 -0.1 -0.1
H -2.6504 -0.1673 -4.9458 1.7 1.6 0.5
H -0.0689 2.4981 -5.5584 -1.7 1.0 1.4
H 3.9429 -1.7002 -5.8626 1.4 -0.3 2.3
H -3.6422 3.4834 -3.4289 1.5 -2.0 0.5
H 0.3508 2.2384 7.2770 -0.1 0.0 -0.1
H -0.4208 1.6986 -2.4893 1.6 1.3 -1.2
H -2.3291 2.7618 -2.2854 -1.0 -0.5 -1.8
H -1.6276 -5.0403 3.8928 0.0 0.0 -0.1
H -6.1464 0.7146 -3.4518 2.2 0.0 -1.2
H -4.8136 1.9128 -1.9478 1.7 -1.0 -1.8
H -0.1247 -4.1069 3.7815 0.0 0.2 0.2
H 2.2108 2.2742 1.9024 0.0 -0.1 0.0
H -2.9537 2.3926 -5.4840 1.7 -0.6 1.9
H -2.2097 0.1737 -1.9854 -2.5 -0.4 0.4
H -1.4067 1.1351 6.0278 0.0 0.0 -0.1
H 0.8403 -7.1551 2.0006 0.0 0.0 0.2
H -1.0067 -0.0835 1.8691 0.1 0.1 0.1
H 1.6363 -5.2118 4.2607 -0.1 0.2 -0.1
H -1.8503 -2.7166 -0.0080 0.0 -0.1 0.0
H -1.0970 0.5319 -5.7533 -1.4 0.0 2.0
```
Positions in Å, forces in eV/Å.

Summary:
Charge ... +1
E_tot ... -57181.09747 eV



Entry 2:
Computed, not measured: 10 unconnected molecules or ions with the total composition C34H90O13P, with ωB97M-V/def2-TZVPD.

Structure (XYZ):
```
138
Properties=species:S:1:pos:R:3:forces:R:3
P 2.3351 -2.0151 -0.1304 -0.9 -0.5 0.2
O -5.6615 -0.8569 -6.4364 -0.2 -0.1 -0.1
O -5.9176 6.4703 -2.6829 0.6 0.3 -0.4
O 6.8899 -2.4642 4.1616 -0.4 0.4 -0.2
O 1.7095 -3.7635 2.0403 -0.2 -0.4 -2.3
O -2.0850 -0.8184 0.8073 0.5 -0.3 -0.2
O 1.4966 -2.1922 -1.6458 2.8 0.6 2.5
O 0.3822 -0.1339 -3.5950 -0.4 2.0 -0.3
O -9.2913 7.7107 -5.7785 0.4 0.1 -0.2
O 7.1899 -4.9869 8.1025 -0.4 0.3 -0.1
O 4.6384 -1.1675 1.0749 0.0 -0.1 -2.5
O -5.1045 2.9683 0.1064 0.0 0.2 0.5
O -8.3312 5.7711 0.3650 0.1 -0.3 0.4
O 10.3387 0.2215 5.7654 -0.3 0.2 -0.1
C 11.1372 -0.8865 6.1537 -0.2 -0.1 -0.3
C -0.7264 -3.9229 1.0687 -0.3 -0.5 0.1
C -8.2882 6.4493 -3.0827 0.0 0.1 0.0
C 5.9438 -0.4903 1.0508 1.7 0.5 1.1
C -10.6100 7.5694 -6.2854 0.1 -0.2 -0.2
C -9.2688 7.2115 2.0461 -0.1 0.2 0.1
C -3.4807 -1.8347 -6.1764 0.2 0.0 -0.1
C 7.5385 -2.0732 -0.5575 -0.2 -0.1 0.4
C 4.1884 -1.5434 -0.2884 1.5 0.2 -0.7
C 1.4836 -0.8263 1.1181 -1.8 0.0 0.4
C -9.5285 6.0950 1.0560 0.1 0.0 0.4
C 7.5954 -3.4953 4.8363 -0.2 -0.3 0.3
C -1.8442 -0.3748 -2.4681 0.6 -0.3 -0.9
C 2.3202 -3.7772 0.7001 0.1 -1.3 -0.1
C 0.4425 -4.5124 2.0578 -1.0 -0.6 0.4
C 1.2725 1.0036 -3.3173 0.9 0.0 0.0
C 2.3915 -2.6026 -2.7399 0.2 -1.2 -2.5
C -5.4261 2.7273 -1.2555 0.1 0.4 -0.2
C 0.8093 0.5043 0.4392 0.1 0.8 0.0
C 1.7712 1.3145 -0.6125 -0.1 0.9 0.3
C 7.4293 -7.3722 8.2840 0.1 -0.2 -0.1
C -3.3618 -0.3687 1.2357 -0.4 -0.1 -0.1
C -4.6143 -1.0870 -5.5055 -0.1 -0.3 -0.3
C -10.8736 6.1220 -6.6455 -0.2 -0.2 0.0
C -4.3425 3.2916 -2.1508 0.1 0.0 -0.2
C 2.8677 -4.1867 -2.6310 0.1 0.3 -0.4
C 11.7587 -1.5301 4.9315 0.2 -0.1 -0.1
C 7.8954 -6.0180 8.7772 -0.3 -0.2 0.0
C 0.9469 1.8238 -1.9361 0.6 1.2 0.1
C 7.1293 -4.8495 4.3431 0.1 -0.2 -0.1
C -7.1859 6.5101 -2.0456 -0.1 -0.1 -0.3
C -1.0194 0.2784 -3.7679 -1.2 0.1 1.2
C -4.3011 -1.5471 1.3884 -0.1 -0.1 0.1
C 7.2376 -1.5090 0.9668 -0.4 0.0 -0.6
H 10.5086 -1.5996 6.6958 0.2 -0.1 0.1
H 8.6773 -2.3841 -0.6425 -2.5 0.8 0.0
H -0.2108 0.3053 -0.1150 2.2 -0.1 1.4
H 3.7612 -4.3504 -1.8665 -1.9 0.3 -1.6
H 7.0376 -2.4089 1.7053 0.6 2.1 -1.4
H -8.8905 8.1012 1.5322 -0.1 -0.1 0.0
H 7.5895 -7.4646 7.2048 0.1 0.0 0.1
H -7.2530 5.6562 -1.3651 0.3 0.3 -0.4
H -2.2043 -1.2692 -0.0463 0.0 0.3 0.4
H -11.8881 5.9952 -7.0339 0.1 -0.1 0.0
H -3.7462 0.3472 0.5028 -0.1 0.1 0.2
H -1.1812 -4.8285 0.4443 0.8 2.0 1.4
H 8.1825 -0.8777 1.2848 -2.0 -1.3 -0.4
H 7.4267 -3.3902 5.9123 0.2 -0.2 0.0
H -2.4246 0.4691 -1.9000 0.9 -1.9 -1.0
H 2.3659 0.5429 -3.1925 -2.4 0.8 -0.3
H 8.6635 -3.3632 4.6399 -0.2 0.1 -0.1
H -8.6771 7.4174 -6.4733 -0.3 0.2 0.4
H -10.1833 7.4763 2.5842 0.1 0.0 0.0
H -4.2674 -0.1178 -5.1353 -0.2 0.0 -0.1
H -10.7216 8.2179 -7.1597 -0.2 0.0 0.0
H -1.5265 -0.1058 -4.7593 1.5 0.6 1.9
H -10.1610 5.7747 -7.4008 -0.1 0.1 0.0
H -5.0141 -1.6561 -4.6607 0.2 0.0 0.2
H 6.0560 -4.9770 4.5178 0.1 0.0 0.1
H 12.3813 -2.3836 5.2142 0.0 0.0 -0.1
H 3.4373 -4.1670 0.7469 -2.2 1.0 0.2
H 1.7614 -4.5158 -0.0460 1.0 1.7 1.6
H 4.7792 -2.4794 -0.7252 -1.3 1.8 1.1
H 12.3754 -0.8071 4.3876 0.0 -0.1 0.2
H -4.4102 -2.0811 0.4388 -0.1 0.1 0.0
H -7.6770 5.4906 1.0278 -0.4 0.1 -0.3
H 2.1670 2.2757 -0.0252 -0.7 -2.2 -1.4
H -9.8948 5.1976 1.5638 -0.2 0.1 0.0
H -5.9682 -1.7240 -6.7528 0.1 0.5 0.1
H 2.2123 -0.5969 2.0252 -1.1 -0.6 -2.3
H 5.9433 -2.5855 4.3492 0.5 0.1 -0.1
H -4.2334 4.3698 -1.9944 -0.2 -0.1 -0.2
H -3.2385 0.1489 2.1916 0.2 -0.1 -0.2
H -10.7474 5.4783 -5.7689 -0.1 0.1 -0.1
H 9.6463 -0.1110 5.1686 0.3 0.2 0.3
H -1.0592 -0.9225 -1.7570 -1.6 1.4 -1.6
H 4.3896 -0.6658 -1.0685 -0.7 -1.7 1.7
H -5.2889 -1.2178 1.7227 0.1 -0.1 -0.1
H -5.8648 7.2373 -3.2786 0.0 -0.4 0.3
H -3.3745 2.8364 -1.9171 -0.1 -0.1 0.0
H 6.3560 -7.4997 8.4587 0.1 0.0 0.1
H 7.2472 -1.2332 -1.3230 0.8 -1.6 1.3
H -6.3948 3.1869 -1.4742 0.0 -0.1 -0.2
H 1.2955 2.9486 -2.1293 -0.8 -2.4 0.3
H -0.3624 -3.1339 0.2841 -0.5 -1.5 1.6
H 1.7390 -2.5407 -3.7376 1.2 0.1 2.5
H -1.5496 -3.4189 1.7514 1.7 -1.0 -1.7
H 8.9635 -5.8859 8.5808 -0.2 0.2 0.0
H -11.3099 7.9058 -5.5148 0.3 0.0 0.0
H 7.7267 -5.9129 9.8533 0.2 -0.1 0.0
H -8.2061 5.5341 -3.6782 0.0 0.0 0.1
H 6.8972 -3.0307 -0.8068 1.3 1.9 0.5
H 3.2322 -4.4897 -3.7081 -0.5 0.6 2.2
H -3.8289 -2.7961 -6.5679 0.1 0.0 0.1
H -9.2728 6.4744 -2.6074 0.0 0.0 -0.1
H 5.9799 0.3316 0.2184 -0.2 -1.6 1.3
H 0.5433 1.2394 1.3413 0.6 -1.7 -2.0
H 10.9840 -1.8731 4.2381 0.0 -0.1 0.1
H 2.7086 0.7208 -0.9842 -1.7 1.0 0.9
H -8.2114 7.2904 -3.7794 -0.1 -0.1 0.2
H -2.5155 -1.2199 -2.9208 0.8 1.7 1.2
H -8.5054 6.9149 2.7729 -0.1 0.0 0.0
H -0.1847 1.8845 -1.6450 2.0 -0.2 -0.8
H 0.5812 -1.4518 1.5873 2.0 1.2 -1.1
H -3.9034 -2.2647 2.1135 -0.1 0.1 0.0
H 1.9588 -4.9067 -2.3821 1.9 1.7 -0.4
H 11.9146 -0.5256 6.8335 -0.2 0.1 -0.1
H 7.6669 -5.6555 4.8503 -0.1 0.0 0.0
H -1.1626 1.4451 -3.7498 0.5 -2.2 -0.1
H -2.6630 -2.0162 -5.4732 0.0 -0.1 -0.1
H -10.2756 6.4034 0.3187 0.2 -0.1 0.0
H -3.0949 -1.2650 -7.0281 0.0 0.0 0.2
H 0.7018 -5.6416 1.8184 -0.7 2.3 0.4
H -4.5732 3.1101 -3.2043 0.0 0.1 0.1
H 1.3404 1.6994 -4.2806 -0.4 -1.2 2.2
H 7.2895 -4.9419 3.2639 0.1 0.0 0.1
H -5.5168 1.6465 -1.3988 0.0 0.1 0.2
H 0.0063 -4.4418 3.1647 1.4 -0.2 -2.4
H 3.3002 -1.8589 -2.9229 -1.9 -1.6 0.7
H 7.9669 -8.1782 8.7912 -0.1 0.0 -0.1
H -5.0346 3.9311 0.2251 0.0 -0.5 -0.1
H 6.2433 -5.1082 8.2901 0.5 0.1 -0.1
H -7.2534 7.4286 -1.4546 -0.2 -0.1 0.1
H 6.0437 0.0717 2.0976 -0.5 -1.3 -2.3
```
Positions in Å, forces in eV/Å.

Summary:
Charge ... +1
Energy above the lowest of the compared OMol25 structures with the same formula, charge and spin ... 6.767 eV



Entry 3:
Computed, not measured: a molecular structure, C3H2ClNO3, with ωB97M-V/def2-TZVPD.

Structure (XYZ):
```
10
Properties=species:S:1:pos:R:3:forces:R:3
Cl 2.9460 -0.6122 -0.1875 -1.6 -0.3 0.5
O 1.3845 2.3350 -0.0422 -1.8 -4.6 0.2
O -0.5788 1.0714 -0.1980 1.7 2.4 0.1
O -1.9944 -0.7033 -0.4738 -2.8 6.0 3.1
N -0.9303 -0.1059 0.3483 -2.0 -2.9 -0.1
C 0.1185 -1.0055 0.2613 -0.3 -2.5 -0.2
C 1.2307 -0.3066 0.1060 2.4 2.7 -0.7
C 0.8389 1.2234 -0.0102 0.3 1.1 -0.7
H -0.2521 -2.1276 0.2377 1.4 2.6 0.3
H -2.7629 0.2312 -0.0416 2.7 -4.7 -2.5
```
Positions in Å, forces in eV/Å.

Summary:
Energy above the lowest of the compared OMol25 structures with the same formula, charge and spin ... 3.625 eV



Entry 4:
Computed, not measured: 2 unconnected molecules or ions with the total composition C4H9O2, with ωB97M-V/def2-TZVPD.

Structure (XYZ):
```
15
Properties=species:S:1:pos:R:3:forces:R:3
O -0.8547 -2.8727 0.8657 0.0 0.1 0.1
O -1.6838 -1.1859 -0.3816 0.0 0.2 -0.1
C -0.4222 1.9558 -0.0481 0.5 0.3 -0.3
C -0.8376 -2.0556 -0.0808 0.1 -0.2 -0.2
C 0.4222 -2.1357 -0.9928 0.2 0.3 0.3
C 0.5805 1.7501 1.1025 0.2 -0.9 -0.6
H -0.6238 1.0100 -0.5450 -0.4 -0.1 0.1
H -1.3501 2.3967 0.3227 0.0 -0.1 -0.2
H 0.2042 -1.9918 -2.0551 -0.1 -0.1 0.1
H 1.5607 2.1970 0.8907 -0.3 0.3 0.3
H 0.9296 -3.0718 -0.7855 0.1 -0.2 -0.3
H 1.1244 -1.3444 -0.6980 -0.1 0.1 0.0
H 0.7998 0.6775 1.1789 -0.2 0.1 0.2
H -0.0018 2.6145 -0.8230 -0.2 0.1 0.3
H 0.1526 2.0563 2.0495 0.3 0.3 0.2
```
Positions in Å, forces in eV/Å.

Summary:
Charge ... -1
Energy above the lowest of the compared OMol25 structures with the same formula, charge and spin ... 0.226 eV



Results for maximum force: 3.17, 3.86, 7.33, 1.11 (in eV Å⁻¹, following the order of the records).